(1)
C52H109F5O29 | the ωB97M-V functional and the def2-TZVPD basis

SMILES = O=C1OC[C@@H](F)O1.O=C1OC[C@@H](F)O1.CCOC(=O)C(F)(F)F.COCCOCCOC.COCCOCCOC.COCCOCCOC.COCCOCCOC.COCCOCCOC.COCCOCCOC.COCCOCCOC
energy = -128643.2033 eV
multiplicity = 1
energy above the lowest of the compared OMol25 structures with the same formula, charge and spin = 0.0 kJ/mol
LUMO = 0.3 eV
E_HOMO = -8.7133 eV
largest force on an atom = 3.42 eV/Å
charge = 0

CARTESIAN COORDINATES (ANGSTROEM)
1 C 22.46 19.13 12.47
2 C 22.06 18.81 11.01
3 O 21.58 17.43 10.99
4 C 20.29 17.23 11.14
5 O 19.44 18.06 11.27
6 C 20.02 15.69 11.11
7 F 20.82 15.06 12.06
8 F 18.74 15.45 11.27
9 F 20.33 15.20 9.92
10 H 22.89 20.10 12.52
11 H 23.15 18.42 12.88
12 H 21.50 18.96 12.97
13 H 22.85 18.72 10.29
14 H 21.20 19.42 10.74
15 C 12.40 15.76 12.23
16 C 11.18 16.41 12.84
17 O 11.33 16.55 14.16
18 C 12.51 15.84 14.50
19 O 12.99 15.96 15.60
20 O 12.99 15.13 13.51
21 F 10.07 15.59 12.63
22 H 13.18 16.35 11.70
23 H 12.14 14.91 11.62
24 H 10.83 17.36 12.39
25 C 16.97 19.27 17.67
26 C 15.69 20.02 17.17
27 O 15.87 21.37 17.60
28 C 17.02 21.43 18.37
29 O 17.45 22.44 18.74
30 O 17.42 20.20 18.65
31 F 14.53 19.49 17.67
32 H 17.70 19.14 16.85
33 H 16.65 18.39 18.22
34 H 15.60 19.94 16.13
35 C 24.42 25.50 19.56
36 O 23.53 25.48 18.48
37 C 22.33 24.87 18.85
38 C 21.54 24.50 17.59
39 O 22.20 23.53 16.81
40 C 23.02 24.03 15.77
41 C 23.62 22.89 14.94
42 O 22.66 22.23 14.06
43 C 22.04 23.14 13.15
44 H 24.70 24.48 19.96
45 H 24.00 26.16 20.34
46 H 25.35 25.96 19.22
47 H 21.64 25.52 19.35
48 H 22.59 23.99 19.45
49 H 21.42 25.46 17.04
50 H 20.49 24.17 17.83
51 H 23.79 24.67 16.19
52 H 22.35 24.58 15.05
53 H 24.00 22.08 15.54
54 H 24.30 23.46 14.34
55 H 21.48 22.49 12.44
56 H 22.74 23.71 12.55
57 H 21.31 23.74 13.69
58 C 23.98 19.02 15.90
59 O 23.31 18.58 17.07
60 C 22.84 19.71 17.82
61 C 23.94 20.68 18.34
62 O 24.40 20.32 19.60
63 C 24.94 19.00 19.54
64 C 25.46 18.65 20.94
65 O 24.35 18.43 21.73
66 C 24.65 18.62 23.12
67 H 23.35 19.61 15.27
68 H 24.30 18.13 15.34
69 H 24.91 19.58 16.09
70 H 22.42 19.25 18.68
71 H 22.10 20.30 17.28
72 H 23.51 21.67 18.48
73 H 24.75 20.77 17.59
74 H 25.80 19.00 18.84
75 H 24.18 18.26 19.32
76 H 26.12 19.45 21.34
77 H 26.12 17.74 20.86
78 H 25.53 18.08 23.41
79 H 23.73 18.30 23.65
80 H 24.80 19.70 23.27
81 C 19.01 22.27 15.89
82 O 18.13 21.29 15.45
83 C 18.78 20.44 14.51
84 C 17.67 19.67 13.78
85 O 17.32 18.51 14.62
86 C 16.76 17.42 13.93
87 C 16.17 16.53 14.99
88 O 17.01 15.57 15.55
89 C 18.07 16.06 16.40
90 H 18.52 23.03 16.52
91 H 19.35 22.79 14.98
92 H 19.92 21.89 16.41
93 H 19.59 19.86 14.93
94 H 19.27 21.10 13.78
95 H 18.10 19.27 12.85
96 H 16.75 20.27 13.67
97 H 17.54 16.83 13.46
98 H 16.05 17.76 13.21
99 H 15.36 15.94 14.55
100 H 15.73 17.16 15.78
101 H 18.60 16.92 15.93
102 H 18.82 15.29 16.57
103 H 17.62 16.33 17.37
104 C 19.61 11.61 8.98
105 O 18.41 12.20 9.48
106 C 18.24 11.96 10.84
107 C 16.98 12.58 11.37
108 O 16.94 12.31 12.75
109 C 16.11 13.24 13.53
110 C 15.41 12.69 14.75
111 O 14.43 11.75 14.26
112 C 13.53 11.39 15.28
113 H 20.58 12.00 9.47
114 H 19.66 11.78 7.90
115 H 19.58 10.54 9.23
116 H 19.14 12.33 11.42
117 H 18.14 10.90 11.09
118 H 16.08 12.14 10.96
119 H 16.91 13.64 11.12
120 H 15.31 13.68 12.91
121 H 16.72 14.07 13.96
122 H 14.95 13.54 15.27
123 H 16.00 12.12 15.49
124 H 12.97 12.20 15.75
125 H 13.97 10.85 16.11
126 H 12.78 10.78 14.79
127 C 14.75 15.79 18.10
128 O 13.94 15.59 19.16
129 C 12.57 15.52 18.86
130 C 11.73 15.83 20.11
131 O 10.38 15.90 19.73
132 C 9.51 16.14 20.88
133 C 9.47 15.05 21.89
134 O 9.06 13.88 21.26
135 C 9.14 12.73 22.06
136 H 14.29 16.46 17.41
137 H 14.82 14.89 17.43
138 H 15.71 16.14 18.38
139 H 12.30 14.48 18.56
140 H 12.30 16.14 18.05
141 H 12.00 16.73 20.60
142 H 11.93 15.16 20.95
143 H 8.51 16.22 20.42
144 H 9.74 17.13 21.26
145 H 8.82 15.33 22.67
146 H 10.44 14.89 22.39
147 H 8.79 11.88 21.46
148 H 8.50 12.87 22.93
149 H 10.16 12.55 22.43
150 C 21.79 16.04 16.39
151 O 21.34 14.74 16.25
152 C 22.26 13.92 15.61
153 C 21.93 12.44 15.77
154 O 21.10 11.88 14.78
155 C 19.85 12.43 14.55
156 C 18.95 12.41 15.78
157 O 18.43 11.13 16.12
158 C 19.11 10.42 17.15
159 H 21.03 16.75 16.73
160 H 22.11 16.42 15.41
161 H 22.69 16.07 16.99
162 H 23.26 14.14 16.01
163 H 22.27 14.11 14.54
164 H 21.62 12.21 16.82
165 H 22.87 11.81 15.62
166 H 19.34 11.92 13.75
167 H 20.04 13.50 14.31
168 H 18.05 12.94 15.48
169 H 19.38 12.94 16.63
170 H 20.02 9.96 16.75
171 H 18.44 9.70 17.59
172 H 19.44 11.02 18.00
173 C 13.88 22.06 15.01
174 O 14.10 20.78 14.36
175 C 13.03 19.90 14.55
176 C 12.24 19.75 13.30
177 O 12.89 18.83 12.43
178 C 14.02 19.41 11.83
179 C 14.51 18.68 10.66
180 O 14.97 17.37 11.07
181 C 15.72 16.75 10.07
182 H 14.73 22.74 14.81
183 H 13.81 21.87 16.07
184 H 12.94 22.48 14.67
185 H 12.40 20.24 15.42
186 H 13.41 18.90 14.80
187 H 12.12 20.73 12.85
188 H 11.27 19.36 13.52
189 H 14.77 19.48 12.60
190 H 13.84 20.45 11.45
191 H 15.37 19.23 10.26
192 H 13.78 18.60 9.85
193 H 16.07 15.82 10.50
194 H 16.70 17.31 9.96
195 H 15.35 16.56 9.05

***

(2)
C52H120B2F12Mg2N2O32S4 | the ωB97M-V functional and the def2-TZVPD basis

energy = -212541.5905 eV
multiplicity = 1
LUMO = 0.1 eV
E_HOMO = -8.3638 eV
largest force on an atom = 6.72 eV/Å
charge = 0

CARTESIAN COORDINATES (ANGSTROEM)
1 Mg -0.12 -1.33 1.45
2 Mg -0.97 1.78 -2.31
3 C 1.62 3.30 -5.34
4 F 0.50 4.00 -5.54
5 F 2.38 3.19 -6.42
6 F 2.38 3.83 -4.39
7 S 0.97 1.46 -4.86
8 O -0.24 1.32 -5.67
9 O 2.09 0.61 -5.28
10 N 0.69 1.39 -3.09
11 S 2.11 0.99 -2.46
12 O 3.31 1.61 -3.12
13 O 2.14 1.06 -1.02
14 C 2.24 -0.91 -2.85
15 F 2.89 -1.44 -1.76
16 F 1.09 -1.54 -2.98
17 F 3.10 -1.15 -3.83
18 C -3.52 -4.14 1.45
19 F -2.38 -4.73 1.08
20 F -4.21 -3.72 0.34
21 F -4.27 -4.90 2.18
22 S -2.92 -2.51 2.41
23 O -3.32 -1.36 1.63
24 O -3.38 -2.50 3.81
25 N -1.11 -2.57 2.41
26 S -0.73 -3.88 3.20
27 O -1.80 -4.77 3.67
28 O 0.33 -4.70 2.53
29 C 0.11 -3.19 4.90
30 F 0.07 -4.17 5.89
31 F 1.39 -2.78 4.79
32 F -0.61 -2.13 5.31
33 B -0.41 -0.13 -0.25
34 H -1.28 -0.25 0.38
35 H -0.17 -1.06 -0.73
36 H -0.61 0.62 -1.00
37 H 0.41 0.11 0.42
38 B -1.87 3.11 -3.73
39 H -1.79 2.05 -3.89
40 H -1.82 3.67 -4.66
41 H -2.87 3.22 -3.36
42 H -1.13 3.49 -3.05
43 C -1.69 -1.02 -3.42
44 O -2.05 0.11 -2.70
45 C -3.27 -0.25 -2.01
46 C -3.67 1.01 -1.24
47 O -2.58 1.89 -1.12
48 C -2.53 2.79 0.00
49 C -1.53 3.84 -0.42
50 O -0.39 3.29 -1.02
51 C 0.62 4.29 -0.95
52 H -1.33 -1.78 -2.74
53 H -0.89 -0.79 -4.13
54 H -2.54 -1.44 -3.96
55 H -2.97 -1.11 -1.41
56 H -4.12 -0.64 -2.56
57 H -4.08 0.68 -0.29
58 H -4.43 1.54 -1.80
59 H -2.22 2.33 0.94
60 H -3.54 3.13 0.22
61 H -1.35 4.51 0.43
62 H -2.13 4.50 -1.05
63 H 0.43 5.19 -1.55
64 H 1.60 3.83 -1.03
65 H 0.70 4.64 0.08
66 C -1.67 0.76 3.33
67 O -0.49 0.15 2.76
68 C 0.61 0.50 3.57
69 C 1.91 0.19 2.85
70 O 1.63 -1.02 2.28
71 C 2.81 -1.55 1.67
72 C 2.32 -2.80 0.89
73 O 0.99 -2.62 0.46
74 C 0.62 -3.56 -0.51
75 H -2.48 0.62 2.61
76 H -1.61 1.84 3.47
77 H -1.86 0.27 4.29
78 H 0.57 0.02 4.56
79 H 0.58 1.57 3.74
80 H 2.70 0.07 3.59
81 H 2.13 0.96 2.11
82 H 3.49 -1.90 2.45
83 H 3.30 -0.87 0.97
84 H 2.38 -3.77 1.37
85 H 3.09 -2.90 0.13
86 H -0.25 -3.39 -1.15
87 H 0.43 -4.57 -0.16
88 H 1.42 -3.58 -1.25
89 C -2.00 4.17 5.24
90 O -2.79 3.21 5.92
91 C -3.54 3.69 7.02
92 C -4.97 3.06 7.31
93 O -6.01 3.57 6.57
94 C -6.03 3.54 5.14
95 C -5.91 2.07 4.55
96 O -5.64 2.19 3.18
97 C -5.70 0.96 2.47
98 H -1.28 4.73 5.84
99 H -2.63 4.99 4.89
100 H -1.39 3.71 4.47
101 H -3.89 4.71 6.90
102 H -2.90 3.76 7.90
103 H -5.29 3.33 8.32
104 H -4.92 1.97 7.32
105 H -5.26 4.18 4.70
106 H -6.94 4.03 4.79
107 H -6.89 1.58 4.62
108 H -5.08 1.65 5.12
109 H -6.65 0.43 2.55
110 H -4.98 0.29 2.95
111 H -5.55 1.21 1.42
112 C 3.47 -5.42 3.82
113 O 4.16 -4.51 2.94
114 C 5.52 -4.75 2.62
115 C 5.75 -4.21 1.18
116 O 5.07 -5.02 0.16
117 C 5.49 -4.76 -1.11
118 C 4.65 -5.43 -2.18
119 O 3.36 -4.85 -2.20
120 C 2.56 -5.26 -3.33
121 H 3.97 -6.39 3.88
122 H 2.53 -5.81 3.43
123 H 3.21 -5.07 4.82
124 H 5.79 -5.79 2.75
125 H 6.23 -4.32 3.32
126 H 6.81 -4.24 0.93
127 H 5.35 -3.20 1.18
128 H 6.52 -5.07 -1.29
129 H 5.49 -3.68 -1.26
130 H 4.64 -6.48 -1.90
131 H 5.17 -5.33 -3.13
132 H 2.12 -6.26 -3.23
133 H 3.16 -5.16 -4.23
134 H 1.71 -4.57 -3.42
135 C -6.02 -1.73 -6.30
136 O -4.86 -1.07 -5.79
137 C -4.73 0.23 -6.32
138 C -3.57 1.05 -5.66
139 O -3.52 2.45 -6.00
140 C -2.88 2.60 -7.23
141 C -3.05 3.98 -7.65
142 O -2.61 4.79 -6.53
143 C -1.90 5.91 -7.08
144 H -6.26 -2.62 -5.72
145 H -6.12 -1.99 -7.36
146 H -6.84 -1.05 -6.05
147 H -5.61 0.78 -5.99
148 H -4.69 0.20 -7.41
149 H -2.62 0.58 -5.92
150 H -3.74 0.88 -4.60
151 H -3.21 1.99 -8.07
152 H -1.80 2.46 -7.10
153 H -4.12 4.09 -7.80
154 H -2.65 4.22 -8.64
155 H -2.50 6.51 -7.77
156 H -1.01 5.49 -7.54
157 H -1.49 6.51 -6.27
158 C -3.41 -4.43 -3.31
159 O -2.29 -4.06 -4.16
160 C -1.39 -5.13 -4.64
161 C -1.86 -5.58 -6.02
162 O -1.70 -6.98 -6.21
163 C -2.61 -7.57 -7.13
164 C -2.41 -9.10 -7.06
165 O -2.81 -9.59 -5.76
166 C -2.98 -10.95 -5.67
167 H -4.25 -3.74 -3.42
168 H -3.23 -4.62 -2.26
169 H -3.84 -5.36 -3.69
170 H -1.58 -5.97 -3.97
171 H -0.32 -4.93 -4.65
172 H -1.35 -5.07 -6.84
173 H -2.84 -5.13 -6.16
174 H -2.41 -7.20 -8.13
175 H -3.66 -7.36 -6.96
176 H -1.35 -9.18 -7.29
177 H -2.94 -9.64 -7.85
178 H -3.80 -11.09 -6.39
179 H -3.24 -11.30 -4.67
180 H -2.04 -11.37 -6.04
181 C 3.05 9.27 7.12
182 O 2.66 8.95 5.80
183 C 1.25 8.71 5.68
184 C 0.94 7.95 4.39
185 O 1.59 6.70 4.44
186 C 1.07 5.80 3.40
187 C 1.96 4.59 3.34
188 O 2.25 3.85 4.49
189 C 3.33 4.29 5.27
190 H 4.14 9.31 7.14
191 H 2.65 8.67 7.93
192 H 2.66 10.24 7.43
193 H 0.63 9.61 5.74
194 H 0.95 8.12 6.54
195 H 1.42 8.51 3.59
196 H -0.13 7.91 4.22
197 H 1.15 6.27 2.42
198 H 0.01 5.59 3.54
199 H 2.88 4.77 2.78
200 H 1.40 3.86 2.76
201 H 3.38 3.77 6.23
202 H 3.29 5.32 5.62
203 H 4.29 4.05 4.81
204 C 4.99 3.14 0.14
205 O 5.88 2.60 1.07
206 C 5.30 2.05 2.26
207 C 6.32 2.04 3.46
208 O 7.49 1.26 3.37
209 C 7.30 -0.09 2.80
210 C 6.76 -1.06 3.80
211 O 5.33 -0.86 4.15
212 C 4.89 -1.80 5.10
213 H 4.80 2.52 -0.73
214 H 5.37 4.07 -0.26
215 H 4.05 3.51 0.55
216 H 4.79 1.11 2.06
217 H 4.54 2.77 2.58
218 H 5.80 1.56 4.29
219 H 6.66 3.06 3.66
220 H 8.29 -0.48 2.55
221 H 6.69 -0.14 1.90
222 H 7.41 -1.24 4.66
223 H 6.84 -2.02 3.29
224 H 3.84 -1.74 5.42
225 H 5.43 -1.81 6.05
226 H 4.97 -2.82 4.74

***

Which of these has the highest energy? C52H109F5O29

***

The highest largest force on an atom belongs to which entry? C52H120B2F12Mg2N2O32S4